DFT (the ωB97M-V functional and the def2-TZVPD basis) results for 6 unconnected molecules or ions with the total composition C54H114N6O6.

## Properties
Energy relative to the best compared isomer or geometry (same formula, charge and spin): 52.56 kcal per mole
HOMO level: -8.06 eV
SMILES: CC1(C)CCCC(C)(C)N1O.CC1(C)CCCC(C)(C)N1O.CC1(C)CCCC(C)(C)N1O.CC1(C)CCCC(C)(C)N1O.CC1(C)CCCC(C)(C)N1O.CC1(C)CCCC(C)(C)N1O
Kohn-Sham gap: 8.49 eV
Energy: -79064.946 eV
Charge: 0

Element x y z (Å)
C1 3.30302 -6.24626 -1.65440
C2 2.18654 -5.96881 -2.70317
C3 1.20922 -5.03413 -1.99863
C4 2.79923 -5.20845 -3.88206
C5 3.47201 -6.09134 -4.93876
C6 2.64306 -7.33046 -5.29899
C7 2.08785 -8.11208 -4.11271
C8 1.01257 -9.03864 -4.64602
C9 3.23771 -8.97574 -3.52397
N1 1.54868 -7.18932 -3.13571
O1 0.84150 -7.84138 -2.10683
H1 4.03531 -6.93625 -2.07679
H2 3.83305 -5.32115 -1.42223
H3 2.91975 -6.70160 -0.74178
H4 0.76979 -5.59140 -1.15598
H5 1.62648 -4.13169 -1.56478
H6 0.28890 -4.84309 -2.56681
H7 2.06963 -4.55243 -4.36040
H8 3.56484 -4.56942 -3.43633
H9 3.54217 -5.48395 -5.84831
H10 4.52487 -6.27885 -4.71223
H11 3.33028 -7.97466 -5.85017
H12 1.83345 -6.96495 -5.93218
H13 0.27830 -8.49777 -5.25014
H14 0.39437 -9.46455 -3.85273
H15 1.47063 -9.84218 -5.21597
H16 3.31298 -9.90114 -4.09842
H17 2.98552 -9.26694 -2.50145
H18 4.21765 -8.50148 -3.51217
H19 -0.02943 -7.43161 -2.10720
C10 -4.86679 4.41889 -0.71909
C11 -3.78087 4.86544 0.29112
C12 -3.92520 3.97315 1.51788
C13 -2.41586 4.59764 -0.32797
C14 -2.06526 5.59703 -1.40456
C15 -2.13909 7.01036 -0.81784
C16 -3.44781 7.38019 -0.13169
C17 -3.21402 8.60417 0.73546
C18 -4.50794 7.66565 -1.21697
N2 -3.84750 6.25309 0.72961
O2 -5.15829 6.52849 1.24718
H20 -4.71002 3.35969 -0.91188
H21 -5.82819 4.64801 -0.26332
H22 -4.75848 4.96559 -1.65606
H23 -4.91008 4.17824 1.96126
H24 -4.04196 2.89812 1.36544
H25 -3.17409 4.17955 2.28022
H26 -1.57196 4.50288 0.36650
H27 -2.46242 3.56765 -0.70912
H28 -1.04971 5.47810 -1.78855
H29 -2.73587 5.57097 -2.26694
H30 -1.95362 7.64594 -1.69588
H31 -1.25661 7.25165 -0.21647
H32 -2.83748 8.34280 1.72990
H33 -4.16032 9.08742 1.00534
H34 -2.54104 9.31873 0.26681
H35 -4.43865 8.72435 -1.48822
H36 -5.51407 7.49278 -0.84386
H37 -4.33041 7.11579 -2.13986
H38 -4.95551 6.69719 2.17195
C19 0.18821 -7.82751 1.57251
C20 1.07663 -7.83977 2.83010
C21 0.63046 -8.90395 3.84064
C22 2.47484 -8.22509 2.24831
C23 3.49085 -7.08811 2.39107
C24 3.48247 -6.64666 3.85012
C25 2.14969 -6.01691 4.25955
C26 1.92157 -6.30542 5.74319
C27 2.23081 -4.50147 4.07499
N3 1.10323 -6.46875 3.33354
O3 -0.16089 -6.11259 3.87392
H39 0.00837 -8.83746 1.21921
H40 -0.75017 -7.29134 1.76522
H41 0.63372 -7.15702 0.83206
H42 0.12529 -8.47921 4.70683
H43 0.00922 -9.70391 3.42890
H44 1.48708 -9.47052 4.21940
H45 2.89651 -9.08545 2.77381
H46 2.45904 -8.49205 1.19094
H47 4.52339 -7.31718 2.12007
H48 3.18509 -6.25067 1.75118
H49 4.27187 -5.92953 4.09062
H50 3.74349 -7.54030 4.43141
H51 2.75976 -5.99189 6.36232
H52 1.72275 -7.36133 5.94110
H53 1.01210 -5.79024 6.06557
H54 3.09473 -4.15214 4.65680
H55 1.40669 -3.97252 4.55089
H56 2.42837 -4.26341 3.03251
H57 -0.49915 -5.46092 3.25211
C28 -5.43885 2.19653 -5.95953
C29 -5.06753 0.88711 -5.25813
C30 -6.32881 0.14043 -4.82681
C31 -4.29395 -0.07561 -6.17046
C32 -2.89367 0.43479 -6.46094
C33 -2.08862 0.38919 -5.18406
C34 -2.74322 1.27292 -4.10145
C35 -2.26057 0.90284 -2.70373
C36 -2.35563 2.73899 -4.38023
N4 -4.20253 1.08787 -4.11417
O4 -4.84126 1.84136 -3.09581
H58 -6.25714 2.03711 -6.67321
H59 -5.87319 2.88488 -5.23334
H60 -4.62651 2.58053 -6.57207
H61 -6.73856 0.72547 -3.98969
H62 -7.12034 0.06130 -5.56550
H63 -6.10188 -0.80856 -4.34003
H64 -4.13880 -0.96333 -5.55063
H65 -4.80858 -0.32427 -7.09673
H66 -2.38988 -0.11619 -7.26155
H67 -2.85968 1.46423 -6.83413
H68 -1.08046 0.79279 -5.29959
H69 -1.98703 -0.61446 -4.75964
H70 -2.45741 1.70018 -1.99205
H71 -1.17176 0.75675 -2.71411
H72 -2.66154 -0.06700 -2.41156
H73 -2.71808 3.06344 -5.35754
H74 -1.27502 2.88158 -4.35072
H75 -2.79950 3.44065 -3.66466
H76 -4.60413 2.75507 -3.30628
C37 0.03444 -1.63107 -0.62824
C38 0.82538 -0.88219 0.46147
C39 1.92805 -1.79674 1.01176
C40 1.46458 0.31918 -0.22504
C41 2.03949 1.33978 0.73946
C42 0.87504 1.80891 1.58168
C43 0.14408 0.70095 2.34653
C44 0.89986 0.40636 3.65856
C45 -1.17251 1.40429 2.72561
N5 -0.09267 -0.45057 1.51582
O5 -0.60121 -1.53073 2.26686
H77 -0.61017 -0.89856 -1.12322
H78 0.75390 -2.01620 -1.34811
H79 -0.68220 -2.35046 -0.23259
H80 2.76215 -1.92278 0.31450
H81 2.45025 -1.34144 1.85857
H82 1.51437 -2.75393 1.32116
H83 2.27597 -0.09980 -0.83901
H84 0.85935 0.78035 -1.00974
H85 2.91625 1.00681 1.29691
H86 2.41396 2.19789 0.16830
H87 0.15142 2.35325 0.96934
H88 1.18541 2.54089 2.33468
H89 1.91681 0.09044 3.41565
H90 0.38666 -0.40202 4.18028
H91 0.94243 1.26116 4.33122
H92 -1.86552 0.76166 3.28564
H93 -1.72590 1.65998 1.82087
H94 -0.97858 2.24071 3.39592
H95 -1.44373 -1.73483 1.85067
C46 1.18309 7.27827 1.34680
C47 1.80895 6.51549 2.51447
C48 0.78984 5.58717 3.12610
C49 3.03400 5.77204 1.96644
C50 3.79927 5.10812 3.11828
C51 4.36056 6.20885 3.99901
C52 3.28519 7.17477 4.54447
C53 2.53952 6.57633 5.74545
C54 3.99958 8.43091 5.00757
N6 2.41923 7.52327 3.40729
O6 1.38773 8.41284 3.85427
H96 1.92179 7.98464 0.96291
H97 0.88088 6.59557 0.55286
H98 0.32417 7.85349 1.69220
H99 0.10406 5.20246 2.36986
H100 1.23295 4.69119 3.58024
H101 0.25087 5.95883 3.99830
H102 2.67801 4.92493 1.36361
H103 3.73288 6.40512 1.42672
H104 3.18613 4.37259 3.63927
H105 4.64691 4.51111 2.76385
H106 5.12518 6.77996 3.47265
H107 4.83529 5.74418 4.87052
H108 3.23055 6.20549 6.50407
H109 1.76236 5.85774 5.51227
H110 2.06719 7.43200 6.24148
H111 3.29848 9.25693 5.15074
H112 4.73580 8.82117 4.30038
H113 4.51816 8.26871 5.95400
H114 1.66135 9.27341 3.52477

Here are the Löwdin charges for atoms 1 to 2, given in e: atom 1 (C): -0.016, atom 2 (C): -0.513

=====

DFT (the ωB97M-V functional and the def2-TZVPD basis) results for CH2O4S in the gas phase.

## Properties
Energy relative to the best compared isomer or geometry (same formula, charge and spin): 1.23 kcal per mole
HOMO level (alpha / beta): -6.54 / -11.39 eV
Multiplicity: 3
⟨S²⟩: 2.008
Kohn-Sham gap (alpha / beta): 7.18 / 7.47 eV
Energy: -20088.209 eV
Charge: 0

Element x y z (Å)
C1 0.38281 0.40212 -1.18809
O1 -0.26367 -0.01248 2.33086
O2 0.88368 -1.77495 1.30153
O3 1.10977 0.47158 0.12888
O4 -0.48800 -0.41038 -1.42510
S1 1.12816 -0.44805 1.61993
H1 0.92042 1.14588 -1.68946
H2 -0.89554 -0.57938 1.85760

Here are the Löwdin charges for atoms 1 to 2, given in e: atom 1 (C): -0.322, atom 2 (O): -0.257

=====

DFT (the ωB97M-V functional and the def2-TZVPD basis) results for a gas-phase ion, C5H11N3 (charge +2).

## Properties
Energy relative to the best compared isomer or geometry (same formula, charge and spin): 130.08 kcal per mole
HOMO level: -19.71 eV
Kohn-Sham gap: 9.03 eV
Energy: -9812.302 eV
Charge: +2

Element x y z (Å)
C1 0.39574 -0.84843 -1.91723
C2 0.78709 -0.24784 0.56327
C3 -0.29605 0.35685 -0.04762
C4 -0.47402 1.90765 0.33555
C5 -1.38070 -0.57798 0.64271
N1 -0.29264 0.17519 -1.45143
N2 1.23711 -1.47423 -1.14516
N3 1.42416 -0.38808 1.66476
H1 0.31749 -0.92322 -3.07579
H2 0.24040 2.41333 -0.32326
H3 -0.12683 1.95436 1.36814
H4 -1.44198 2.30266 0.04700
H5 -1.69512 -1.40879 -0.06162
H6 -2.23680 0.06956 0.69926
H7 -1.04357 -1.02640 1.56996
H8 -0.87826 0.75010 -2.00638
H9 2.01630 -2.11004 -1.08222
H10 1.16836 0.08570 2.56496
H11 2.27932 -1.01038 1.65509

Here are the Löwdin charges for atoms 1 to 2, given in e: atom 1 (C): -0.115, atom 2 (C): 0.069

=====

DFT (the ωB97M-V functional and the def2-TZVPD basis) results for 12 unconnected molecules or ions with the total composition C18H65N4O12.

## Properties
Energy relative to the best compared isomer or geometry (same formula, charge and spin): 0.00 kcal per mole
HOMO level: -11.23 eV
Kohn-Sham gap: 8.07 eV
Energy: -50241.568 eV
Charge: +1

Element x y z (Å)
O1 -3.92386 0.32860 -3.49211
H1 -3.31440 0.77760 -2.79485
H2 -3.81398 0.81105 -4.33353
H3 -4.86016 0.34233 -3.21316
O2 0.08173 1.48360 -2.86871
H4 0.38243 0.49172 -2.81335
H5 -0.84052 1.64763 -2.46880
H6 0.76134 2.03093 -2.29375
C1 -1.33114 0.65753 0.36334
C2 -1.89828 1.84563 -0.39917
O3 -2.34340 1.54936 -1.69026
H7 -1.11665 0.95182 1.38730
H8 -0.38828 0.36265 -0.11489
H9 -1.91714 -0.24618 0.20570
H10 -1.13415 2.64445 -0.42558
H11 -2.66281 2.35102 0.21850
C3 3.29758 3.14277 -2.88612
C4 2.35039 4.02184 -2.05925
C5 1.42472 4.92694 -2.82967
O4 2.20006 5.65060 -3.74152
C6 1.47618 6.59603 -4.47249
N1 1.55589 3.00763 -1.24382
H12 3.87132 2.47178 -2.24584
H13 3.95338 3.82121 -3.42608
H14 2.67326 2.49245 -3.50227
H15 2.87161 4.60187 -1.29199
H16 0.87734 5.59119 -2.15181
H17 0.70785 4.30969 -3.39292
H18 2.04736 6.88377 -5.35175
H19 1.32431 7.54624 -3.94129
H20 0.47188 6.24538 -4.72648
H21 0.93539 3.52197 -0.61976
H22 2.26010 2.58058 -0.65002
C7 0.36177 0.82148 4.83274
C8 -0.06245 -0.62395 4.75696
C9 -0.93983 -0.97549 5.94472
O5 -1.31565 -2.36033 5.82644
C10 -2.41399 -2.71521 6.65782
N2 -0.82291 -0.90411 3.50293
H23 0.87257 1.14547 3.92501
H24 0.95996 1.07188 5.70551
H25 -0.55850 1.41262 4.87863
H26 0.67343 -1.43687 4.75472
H27 -1.87460 -0.39828 6.00370
H28 -0.50469 -0.87855 6.95015
H29 -2.87486 -3.55656 6.14859
H30 -3.13571 -1.91822 6.86333
H31 -2.02160 -2.96034 7.65181
H32 -1.38569 -1.70344 3.80488
H33 -1.49318 -0.14906 3.36731
C11 3.20933 -2.74226 2.24635
C12 1.82390 -3.08409 1.74907
C13 1.09633 -3.98576 2.75011
O6 -0.19487 -4.35400 2.23270
C14 -0.93001 -5.07649 3.20740
N3 1.08891 -1.84205 1.44582
H34 3.76720 -3.68335 2.31337
H35 3.21390 -2.19815 3.18934
H36 3.83108 -2.18092 1.54592
H37 1.79370 -3.62908 0.79951
H38 0.96372 -3.46843 3.70687
H39 1.62129 -4.93543 2.91316
H40 -1.03525 -4.64535 4.20944
H41 -0.43039 -6.04706 3.33114
H42 -1.93917 -5.23607 2.82356
H43 0.16096 -2.12240 1.14804
H44 0.84140 -1.26116 2.24777
C15 3.00945 -2.17889 -2.07897
C16 2.25205 -1.04681 -2.80620
C17 2.21807 -1.29097 -4.28345
O7 1.63228 -0.12402 -4.86448
C18 1.63878 -0.13046 -6.25665
N4 0.90092 -0.98729 -2.16800
H45 4.04717 -2.10755 -2.44175
H46 2.74386 -3.16225 -2.48377
H47 3.04045 -2.20869 -0.99680
H48 2.85583 -0.14831 -2.65502
H49 1.55106 -2.11143 -4.59233
H50 3.20849 -1.46007 -4.71913
H51 1.32540 -1.09122 -6.69674
H52 2.63288 0.02703 -6.69629
H53 0.96318 0.60520 -6.68764
H54 1.02635 -1.08066 -1.15885
H55 0.44462 -1.85393 -2.44918
O8 -3.58547 -0.28650 2.46333
H56 -3.24453 -1.18652 2.49660
H57 -3.96118 -0.20482 1.57744
O9 -3.50127 -1.34958 -1.16829
H58 -2.83267 -0.64844 -1.20020
H59 -2.99601 -2.14430 -0.94670
O10 -1.86967 -2.96843 0.53597
H60 -2.57048 -3.22822 1.14241
H61 -1.05648 -3.31693 0.94597
O11 -2.92020 3.82285 -3.57034
H62 -3.20733 3.26899 -4.29996
H63 -2.82702 3.22616 -2.80214
O12 -3.06494 2.39884 3.22543
H64 -3.18084 1.43756 3.14993
H65 -2.99818 2.70897 2.31738

Here are the Löwdin charges for atoms 1 to 2, given in e: atom 1 (O): 0.264, atom 2 (H): 0.104

=====

DFT (the ωB97M-V functional and the def2-TZVPD basis) results for a molecular structure, C16H18N4O2Re.

## Properties
HOMO level (alpha / beta): -21.04 / -20.60 eV
Multiplicity: 4
⟨S²⟩: 3.793
Kohn-Sham gap (alpha / beta): 4.92 / 3.20 eV
Energy: -29019.242 eV
Charge: +4

Element x y z (Å)
N1 0.00166 -1.91288 -1.91515
C1 0.41751 -2.90161 -2.38929
C2 0.81686 -4.17290 -2.90760
H1 -0.07843 -4.79896 -3.04165
H2 1.50375 -4.64696 -2.19593
H3 1.32098 -4.01930 -3.87538
N2 1.18581 1.29025 -1.73601
C3 2.05276 2.00668 -1.40802
C4 3.12586 2.95567 -1.56393
H4 3.94047 2.65417 -0.91469
H5 2.77469 3.93370 -1.24417
H6 3.46151 3.01867 -2.60715
N3 -2.16594 0.41284 -1.60404
C5 -3.12857 1.03839 -1.84489
C6 -4.35332 1.72692 -2.10338
H7 -4.15780 2.54961 -2.81154
H8 -4.75076 2.11087 -1.15646
H9 -5.07206 1.02047 -2.54783
Re1 -0.11764 0.24009 -2.41676
C7 -0.99496 1.23304 -3.79828
O1 -1.59254 1.41660 -4.78151
C8 0.56286 -0.44767 -4.06594
O2 0.58030 -0.84477 -5.16473
C9 1.63781 -0.67822 1.72255
C10 0.28413 -0.89628 1.48698
C11 -0.63459 0.13966 1.61860
C12 -0.21524 1.41135 2.01190
C13 1.14199 1.64441 2.21494
C14 2.07783 0.60823 2.06312
H10 2.32425 -1.51414 1.59320
H11 -0.06083 -1.82229 1.03589
H12 -1.65670 -0.01331 1.26970
H13 -0.96431 2.20112 2.11295
H14 1.48518 2.65428 2.50825
H15 3.13640 0.77089 2.26094
C15 -0.47556 -1.30593 6.49137
C16 -0.97166 -1.55266 5.12721
N4 -1.37078 -1.75676 4.05665
H16 -1.32133 -1.00008 7.13748
H17 0.29266 -0.51099 6.48856
H18 -0.04225 -2.24219 6.89405

Here are the Löwdin charges for atoms 1 to 2, given in e: atom 1 (N): 0.065, atom 2 (C): -0.113

=====

DFT (the ωB97M-V functional and the def2-TZVPD basis) results for a molecular structure, C19H14AuClN6S2.

## Properties
Energy relative to the best compared isomer or geometry (same formula, charge and spin): 0.00 kcal per mole
HOMO level: -7.72 eV
Kohn-Sham gap: 5.61 eV
Energy: -66753.348 eV
Charge: 0

Element x y z (Å)
Au1 1.76238 -2.13289 2.15878
C1 2.21155 0.18841 6.52065
S1 1.32064 1.23093 5.35305
C2 0.78298 0.12503 4.10569
S2 1.03762 -1.58777 4.28716
N1 0.09449 0.77063 3.20912
N2 -0.35453 0.15354 2.11184
C3 -1.54768 0.50520 1.78560
C4 -2.25275 -0.03423 0.63591
C5 -3.64965 0.05110 0.63734
C6 -4.39925 -0.62603 -0.29311
C7 -3.75972 -1.42920 -1.23455
C8 -2.39588 -1.40949 -1.27570
N3 -1.65662 -0.68549 -0.40297
H1 2.73783 0.87971 7.17684
H2 2.92732 -0.44383 6.00445
H3 1.52585 -0.42154 7.10308
H4 -2.12144 1.15787 2.44122
H5 -4.11872 0.64422 1.40926
H6 -5.47773 -0.54710 -0.28684
H7 -4.31204 -2.03386 -1.93710
H8 -1.82199 -1.95049 -2.01603
N4 2.66773 -2.28021 0.32252
C9 3.42455 -1.65889 -0.31435
C10 4.27329 -0.94303 -1.12464
C11 3.82271 0.29259 -1.64776
N5 3.45478 1.29795 -2.07579
C12 5.57069 -1.43620 -1.41199
N6 6.62169 -1.84846 -1.64321
Cl1 0.18106 -1.63848 -3.68791
C13 -0.24816 0.02578 -3.40335
C14 -0.42805 0.84746 -4.50558
C15 -0.77531 2.17454 -4.32027
C16 -0.92995 2.68365 -3.03838
C17 -0.73997 1.85470 -1.94765
C18 -0.40137 0.51318 -2.10717
C19 -0.28082 -0.36053 -0.88836
H9 -0.29110 0.44220 -5.49807
H10 -0.91622 2.81276 -5.18193
H11 -1.18751 3.72320 -2.88958
H12 -0.83232 2.25441 -0.94367
H13 0.25508 0.13692 -0.09062
H14 0.22654 -1.29827 -1.09591

Here are the Löwdin charges for atoms 1 to 2, given in e: atom 1 (Au): 0.471, atom 2 (C): -0.444